w) {"formula": "C7H19NP", "method": "ωB97M-V/def2-TZVPD", "charge": 1, "molar_mass_g_mol": 148.21, "gap_ev": [5.1, 9.0], "homo_ev": [-10.450, -12.297], "elements": ["C", "C", "C", "C", "C", "C", "C", "N", "P", "H", "H", "H", "H", "H", "H", "H", "H", "H", "H", "H", "H", "H", "H", "H", "H", "H", "H", "H"], "xyz": [[0.7536, -0.4312, -3.3824], [-1.6012, -0.7685, -1.6878], [0.1788, -1.7734, 1.6637], [1.0607, 2.3257, 1.4394], [0.5569, 0.5134, -2.2159], [-0.5807, 0.2327, -1.3102], [-0.1479, -0.3134, 1.6878], [-1.2547, 0.1228, 2.8844], [1.3918, 0.6418, 2.1374], [-0.0519, -0.1631, -4.1265], [1.7659, -0.4306, -3.7760], [0.5612, -1.4760, -3.1333], [-2.5219, -0.5563, -0.9551], [-1.9571, -0.7991, -2.6563], [-1.0858, -1.7615, -1.3512], [0.7795, -2.0061, 0.6491], [-0.6841, -2.4658, 1.4979], [0.8737, -2.0715, 2.5080], [0.9157, 2.8621, 2.3655], [0.0706, 2.3256, 1.0124], [1.8853, 2.8841, 0.9765], [0.5123, 1.5060, -2.5804], [1.5207, 0.4855, -1.7264], [-0.6360, 0.4968, -0.2794], [-2.0646, 0.3180, 2.2440], [-0.9183, 0.9218, 3.4497], [-1.3972, -0.7086, 3.5139], [2.0747, 0.0890, 1.1512]]}

=====

x) {"formula": "C7H19NP", "method": "ωB97M-V/def2-TZVPD", "charge": 1, "molar_mass_g_mol": 148.21, "gap_ev": 9.6, "homo_ev": -12.771, "smiles": "CC[C@@H](C)[C@](C)([NH3+])PC", "elements": ["C", "C", "C", "C", "C", "C", "C", "N", "P", "H", "H", "H", "H", "H", "H", "H", "H", "H", "H", "H", "H", "H", "H", "H", "H", "H", "H", "H"], "xyz": [[-2.0489, -0.2667, -2.3558], [0.9062, -0.4472, -1.6026], [-0.8215, 0.8467, 1.8800], [1.0871, -2.1451, 1.8322], [-1.3035, 0.5380, -1.2131], [-0.1702, -0.3173, -0.6108], [0.4239, 0.3664, 0.6108], [1.0165, 1.8106, 0.3833], [1.8863, -0.6350, 1.1399], [-2.6271, -1.0571, -1.8434], [-2.6197, 0.4299, -2.8936], [-1.2637, -0.7319, -3.0131], [1.3838, 0.4506, -1.6387], [1.6815, -1.0722, -1.3620], [0.4417, -0.6816, -2.5887], [-1.4293, 1.6772, 1.3513], [-0.2927, 1.0595, 2.8221], [-1.3737, -0.0918, 2.0348], [0.3318, -1.7783, 2.5182], [1.8444, -2.6144, 2.6102], [0.8300, -2.8962, 1.0149], [-1.9663, 0.6360, -0.3460], [-0.9292, 1.4463, -1.6530], [-0.6511, -1.1803, -0.2989], [0.5415, 2.4413, 1.0004], [0.9339, 2.2148, -0.5466], [2.0222, 1.8082, 0.5137], [2.1661, 0.1895, 2.2544]]}

=====

What is the stability order? It is x), w), from most stable to least stable.

=====

w) {"formula": "C45H45N9", "method": "ωB97M-V/def2-TZVPD", "charge": 0, "molar_mass_g_mol": 711.92, "gap_ev": 9.6, "homo_ev": -9.214, "smiles": "c1ccncc1.c1ccncc1.c1ccncc1.c1ccncc1.c1ccncc1.c1ccncc1.c1ccncc1.c1ccncc1.c1ccncc1", "elements": ["N", "C", "C", "C", "C", "C", "H", "H", "H", "H", "H", "N", "C", "C", "C", "C", "C", "H", "H", "H", "H", "H", "N", "C", "C", "C", "C", "C", "H", "H", "H", "H", "H", "N", "C", "C", "C", "C", "C", "H", "H", "H", "H", "H", "N", "C", "C", "C", "C", "C", "H", "H", "H", "H", "H", "N", "C", "C", "C", "C", "C", "H", "H", "H", "H", "H", "N", "C", "C", "C", "C", "C", "H", "H", "H", "H", "H", "N", "C", "C", "C", "C", "C", "H", "H", "H", "H", "H", "N", "C", "C", "C", "C", "C", "H", "H", "H", "H", "H"], "xyz": [[0.1269, 4.2645, -2.2776], [0.8615, 3.5170, -3.0571], [0.3369, 2.5139, -3.8483], [-1.0166, 2.1937, -3.7771], [-1.7873, 2.9410, -2.8748], [-1.2049, 4.0307, -2.2319], [1.8867, 3.8876, -3.1405], [0.9896, 1.8551, -4.4661], [-1.5345, 1.5378, -4.4662], [-2.8709, 2.7219, -2.8617], [-1.7568, 4.6196, -1.5622], [2.3506, -1.6490, 3.1109], [2.3942, -0.4583, 2.5889], [1.3370, 0.3901, 2.6846], [0.2536, 0.0707, 3.5228], [0.2259, -1.1542, 4.1306], [1.2876, -1.9996, 3.8821], [3.2745, -0.1349, 2.0689], [1.3091, 1.3793, 2.2437], [-0.5122, 0.8002, 3.6643], [-0.5571, -1.4435, 4.7110], [1.2300, -3.0817, 4.2398], [-1.1579, -4.0272, -3.9631], [-0.5617, -2.7884, -3.8958], [-1.1680, -1.5883, -3.7234], [-2.5199, -1.5875, -3.3983], [-3.2412, -2.8107, -3.4990], [-2.5027, -3.9743, -3.7486], [0.5011, -2.7392, -4.1498], [-0.6521, -0.6441, -3.7070], [-3.0691, -0.7212, -3.1642], [-4.3337, -2.7661, -3.3101], [-3.0674, -4.8631, -3.8276], [-5.3104, -3.5896, 3.4686], [-4.3902, -4.6199, 3.5419], [-3.1342, -4.5345, 2.9804], [-2.6563, -3.3480, 2.4623], [-3.4581, -2.2228, 2.5358], [-4.7626, -2.4607, 3.0023], [-4.8680, -5.5303, 3.9612], [-2.4985, -5.3680, 2.9771], [-1.7271, -3.4224, 1.9850], [-3.2205, -1.2690, 2.1645], [-5.4765, -1.6372, 2.8905], [-0.1356, -5.0517, 0.8956], [0.9925, -4.6169, 1.4807], [2.0041, -4.0937, 0.7116], [1.8796, -3.9525, -0.6651], [0.8226, -4.5224, -1.2252], [-0.2149, -5.0399, -0.4349], [1.0021, -4.5423, 2.5750], [2.9353, -3.8047, 1.2200], [2.5982, -3.5516, -1.3109], [0.6492, -4.3622, -2.2535], [-1.1258, -5.4561, -0.8923], [3.9757, -0.4110, -1.3615], [4.1417, 0.7429, -1.8920], [5.3188, 1.4762, -1.8628], [6.4511, 0.8842, -1.2509], [6.3333, -0.4495, -0.8533], [5.0600, -0.9862, -0.8338], [3.1838, 1.1758, -2.2209], [5.3482, 2.5556, -2.0107], [7.3618, 1.4111, -1.2145], [7.2061, -1.0185, -0.3739], [4.7790, -1.9640, -0.3238], [-4.0356, 4.3219, 1.0786], [-3.7373, 3.5088, 2.0700], [-4.4512, 2.4120, 2.3866], [-5.5405, 2.0657, 1.6027], [-5.8791, 2.8330, 0.5630], [-5.1127, 3.9713, 0.3546], [-2.8418, 3.7008, 2.6331], [-4.1447, 1.7560, 3.1657], [-5.9918, 1.0669, 1.6764], [-6.5631, 2.5151, -0.2055], [-5.3509, 4.6202, -0.5243], [5.0792, 4.8979, -0.6343], [5.5888, 4.7034, 0.5753], [4.7950, 4.3771, 1.6816], [3.3851, 4.2671, 1.4731], [2.9087, 4.5071, 0.2161], [3.7623, 4.8028, -0.7922], [6.6720, 4.6578, 0.6064], [5.3208, 4.1624, 2.6390], [2.8031, 4.0386, 2.3615], [1.8792, 4.5511, -0.0693], [3.4697, 4.8887, -1.8683], [-1.8876, -0.6138, 0.3483], [-0.7286, -1.1920, -0.0291], [0.4442, -0.5362, -0.5135], [0.4363, 0.8290, -0.3708], [-0.7612, 1.5296, -0.0130], [-1.8549, 0.7830, 0.3314], [-0.7076, -2.2677, -0.0087], [1.3505, -1.1180, -0.6996], [1.4163, 1.3338, -0.4509], [-0.8402, 2.5930, 0.0588], [-2.7984, 1.3220, 0.5875]]}

=====

x) {"formula": "C45H45N9", "method": "ωB97M-V/def2-TZVPD", "charge": 0, "molar_mass_g_mol": 711.92, "gap_ev": 9.9, "homo_ev": -9.421, "smiles": "c1ccncc1.c1ccncc1.c1ccncc1.c1ccncc1.c1ccncc1.c1ccncc1.c1ccncc1.c1ccncc1.c1ccncc1", "elements": ["N", "C", "C", "C", "C", "C", "H", "H", "H", "H", "H", "N", "C", "C", "C", "C", "C", "H", "H", "H", "H", "H", "N", "C", "C", "C", "C", "C", "H", "H", "H", "H", "H", "N", "C", "C", "C", "C", "C", "H", "H", "H", "H", "H", "N", "C", "C", "C", "C", "C", "H", "H", "H", "H", "H", "N", "C", "C", "C", "C", "C", "H", "H", "H", "H", "H", "N", "C", "C", "C", "C", "C", "H", "H", "H", "H", "H", "N", "C", "C", "C", "C", "C", "H", "H", "H", "H", "H", "N", "C", "C", "C", "C", "C", "H", "H", "H", "H", "H"], "xyz": [[8.5824, 21.5083, 1.8433], [9.7998, 21.3537, 2.3917], [10.3480, 22.1602, 3.3797], [9.5654, 23.1847, 3.9137], [8.2928, 23.3153, 3.3920], [7.8176, 22.4345, 2.4175], [10.4307, 20.6447, 1.8715], [11.3259, 21.9325, 3.7801], [9.9653, 23.9411, 4.5741], [7.6450, 24.1235, 3.7086], [6.8283, 22.6564, 2.0362], [16.8007, 13.1904, 3.3770], [16.1172, 14.2711, 3.0118], [15.0882, 14.8202, 3.7729], [14.6598, 14.1698, 4.9228], [15.3440, 13.0035, 5.2695], [16.4260, 12.5852, 4.5045], [16.4443, 14.6844, 2.0651], [14.6717, 15.7845, 3.5091], [13.9050, 14.5680, 5.5853], [15.0898, 12.4452, 6.1608], [17.0410, 11.7433, 4.7978], [7.8136, 17.9457, -2.3090], [8.3020, 17.5665, -1.1281], [7.5013, 17.1015, -0.0785], [6.1354, 17.0172, -0.2973], [5.6153, 17.3257, -1.5479], [6.5077, 17.7565, -2.5154], [9.3824, 17.5909, -1.0295], [7.9646, 16.9181, 0.8790], [5.5779, 16.5231, 0.4906], [4.5472, 17.2042, -1.6584], [6.1750, 18.1174, -3.4833], [8.5189, 15.8189, 6.7618], [8.7004, 17.1323, 6.6332], [8.8483, 18.0154, 7.7024], [8.7949, 17.5222, 8.9787], [8.7719, 16.1293, 9.1356], [8.6354, 15.3293, 8.0124], [8.6305, 17.4468, 5.5977], [8.9559, 19.0843, 7.5651], [8.8880, 18.1258, 9.8716], [8.8186, 15.6750, 10.1157], [8.4904, 14.2676, 8.1610], [11.1250, 14.5579, -0.9280], [11.8470, 13.4634, -0.6948], [11.6400, 12.2170, -1.2728], [10.5355, 12.0907, -2.0934], [9.7506, 13.2088, -2.3685], [10.0898, 14.4109, -1.7857], [12.6178, 13.5911, 0.0607], [12.1665, 11.3174, -0.9867], [10.2436, 11.1644, -2.5727], [8.9091, 13.0882, -3.0361], [9.4960, 15.3080, -1.9043], [10.5917, 20.2242, 8.7150], [11.4973, 19.3733, 8.2516], [11.7474, 19.2366, 6.8973], [10.8924, 19.8385, 5.9960], [9.8648, 20.6351, 6.4630], [9.7771, 20.8274, 7.8442], [12.1319, 18.8141, 8.9312], [12.4543, 18.4956, 6.5386], [10.9750, 19.7589, 4.9176], [9.1286, 21.0019, 5.7612], [9.0159, 21.4946, 8.2274], [10.2747, 18.2772, 3.4442], [10.9906, 17.5047, 4.2484], [11.5796, 16.3165, 3.8151], [11.3623, 15.9206, 2.5255], [10.5508, 16.6811, 1.6861], [10.0616, 17.8814, 2.1729], [11.0872, 17.7977, 5.2867], [12.1145, 15.6790, 4.5068], [11.7342, 14.9930, 2.1093], [10.5334, 16.4368, 0.6317], [9.4956, 18.5733, 1.5610], [10.5533, 11.8819, 5.7436], [10.9762, 11.3562, 4.5755], [10.7720, 11.9927, 3.3644], [10.0385, 13.1732, 3.3773], [9.5300, 13.7350, 4.5324], [9.8725, 13.0304, 5.6947], [11.6544, 10.5190, 4.6943], [11.0296, 11.5743, 2.4007], [9.8182, 13.6457, 2.4255], [9.0202, 14.6825, 4.5134], [9.5401, 13.2690, 6.6950], [4.7933, 19.1762, 2.2042], [4.0761, 18.4132, 3.0279], [4.6563, 17.6135, 3.9956], [6.0325, 17.6977, 4.1648], [6.7862, 18.5393, 3.3495], [6.1108, 19.2507, 2.3647], [3.0051, 18.5008, 2.8869], [4.0581, 17.0832, 4.7249], [6.4915, 17.1506, 4.9799], [7.8488, 18.6524, 3.5253], [6.6410, 20.0454, 1.8532]]}

=====

What is the stability order? It is x), w), from most stable to least stable.

=====

w) {"formula": "C6H8N2O2", "method": "ωB97M-V/def2-TZVPD", "charge": 0, "molar_mass_g_mol": 140.14, "gap_ev": 9.7, "homo_ev": -8.875, "smiles": "O=C1C[C@@H]2OCCC2=NN1", "elements": ["C", "C", "C", "C", "C", "C", "H", "H", "H", "H", "H", "H", "H", "H", "N", "N", "O", "O"], "xyz": [[0.1801, -1.3519, 1.2635], [-0.8468, -0.3430, 0.9212], [0.0151, 0.8195, 0.4251], [-1.1592, 1.8338, -1.2405], [-0.0761, 1.0928, -1.9880], [0.4881, 0.2640, -0.8815], [-1.3524, -0.1236, 1.8301], [-1.5506, -0.7473, 0.2450], [0.7881, 1.0493, 1.1271], [-2.0804, 1.1984, -1.0627], [-1.3757, 2.8069, -1.6616], [0.7997, 1.6953, -2.3496], [-0.3724, 0.4520, -2.8308], [1.5035, -2.4974, 0.1553], [1.0415, -0.9480, -0.9634], [1.1248, -1.5381, 0.2430], [0.2279, -2.0615, 2.2477], [-0.6192, 2.0212, 0.0762]]}

=====

x) {"formula": "C6H8N2O2", "method": "ωB97M-V/def2-TZVPD", "charge": 0, "molar_mass_g_mol": 140.14, "gap_ev": 8.3, "homo_ev": -8.096, "smiles": "Cc1c([N+](=O)[O-])ccn1C", "elements": ["C", "C", "C", "C", "C", "C", "N", "N", "O", "O", "H", "H", "H", "H", "H", "H", "H", "H"], "xyz": [[-0.3035, 2.5251, -0.6773], [-0.5054, 1.7804, 0.4743], [0.1362, 1.6753, -1.6534], [0.2704, 0.1499, -0.8939], [0.3361, -1.1278, -1.6780], [-0.1450, -0.4120, 1.5057], [-0.1335, 0.4687, 0.3207], [0.2722, 1.8042, -3.0040], [0.0148, 2.9149, -3.4517], [0.5620, 0.8280, -3.6656], [-0.4404, 3.5495, -0.9659], [-0.8444, 1.9320, 1.4511], [0.0460, -1.0114, -2.6812], [1.3438, -1.3871, -1.8668], [-0.2001, -1.8385, -1.1966], [-1.0511, -1.1927, 1.5956], [0.7271, -0.9360, 1.4812], [-0.0476, 0.3047, 2.3033]]}

=====

y) {"formula": "C6H8N2O2", "method": "ωB97M-V/def2-TZVPD", "charge": 0, "molar_mass_g_mol": 140.14, "gap_ev": 8.6, "homo_ev": -8.790, "elements": ["C", "C", "C", "C", "C", "C", "N", "N", "O", "O", "H", "H", "H", "H", "H", "H", "H", "H"], "xyz": [[-2.0365, 1.0309, 0.4389], [-0.1423, 1.8192, 0.0574], [-1.3367, -0.0975, -0.0928], [1.0588, -0.2266, -0.9411], [-1.4489, -1.4974, -0.2013], [1.9580, -0.9583, 0.1157], [-1.3553, 2.1506, 0.4432], [-0.1115, 0.4450, -0.3199], [-2.5880, -2.0242, 0.3306], [2.3148, -0.0659, 1.2446], [-3.1184, 1.0908, 0.6411], [0.8769, 2.3451, -0.0825], [1.6230, 0.5607, -1.5257], [0.8047, -0.9793, -1.6142], [2.7806, -1.2307, -0.5354], [1.3562, -1.8293, 0.4833], [-3.2635, -1.3578, 0.5844], [2.6279, 0.8245, 0.9738]]}

=====

z) {"formula": "C6H8N2O2", "method": "ωB97M-V/def2-TZVPD", "charge": 0, "molar_mass_g_mol": 140.14, "gap_ev": 9.6, "homo_ev": -9.474, "smiles": "O=c1cc[nH]c(=O)[nH]1.C=C", "elements": ["C", "C", "C", "C", "C", "C", "H", "H", "H", "H", "H", "H", "H", "H", "N", "N", "O", "O"], "xyz": [[1.1433, 2.2720, 0.9378], [-0.0723, 2.8171, 0.6621], [0.1403, 0.1088, -0.8847], [1.0152, -1.0506, -1.1655], [0.6452, -2.2784, -0.7400], [-1.3945, -1.4958, 0.3829], [1.4721, 2.5888, 1.9013], [1.4909, 1.3415, 0.4252], [-0.4892, 3.5275, 1.2746], [-0.6155, 2.5212, -0.2142], [-1.9963, 0.3715, -0.2951], [1.8092, -0.8262, -1.9801], [1.1236, -3.2257, -0.7586], [-0.6563, -3.3821, 0.7345], [-1.1259, -0.2383, -0.2461], [-0.4236, -2.5019, 0.2258], [0.4402, 1.2431, -1.1459], [-2.5064, -1.7926, 0.8861]]}

=====

What is the stability order? It is w), z), y), x), from most stable to least stable.